Entry 1:
Density functional theory data (ωB97M-V/def2-TZVPD) for 2 unconnected molecules or ions with the total composition C12H19ClINO2.

Cartesian coordinates (Å):
C  -1.177  -0.279  1.175
C  -0.817  -0.249  -0.312
C  0.453  0.543  -0.572
I  0.677  0.911  -2.680
C  1.697  -0.163  -0.087
O  1.703  -1.255  0.421
O  2.790  0.596  -0.266
C  4.010  0.192  0.364
C  4.447  1.222  1.386
C  3.500  1.480  2.557
C  2.932  0.220  3.211
Cl  2.165  2.597  2.069
H  -1.721  0.622  1.459
H  -1.820  -1.130  1.397
H  -0.293  -0.367  1.804
H  -0.696  -1.257  -0.707
H  -1.629  0.222  -0.867
H  0.415  1.530  -0.115
H  4.764  0.117  -0.419
H  3.888  -0.799  0.793
H  4.661  2.167  0.887
H  5.385  0.852  1.814
H  4.044  2.058  3.298
H  1.893  0.063  2.933
H  3.500  -0.663  2.923
H  2.971  0.300  4.295
C  -4.567  -0.016  -3.383
C  -5.830  -0.441  -2.886
C  -5.613  -1.553  -2.117
N  -4.270  -1.815  -2.130
C  -3.625  -0.885  -2.899
H  -4.372  0.830  -4.020
H  -6.786  0.017  -3.073
H  -6.297  -2.175  -1.566
H  -3.825  -2.576  -1.652
H  -2.557  -0.917  -3.032

## Properties
E_HOMO   -8.26 eV
Total charge   0
Frontier orbital gap   8.6 eV
Electronic energy   -1431.78026 Eh
SMILES string   CC[C@H](I)C(=O)OCC[C@H](C)Cl.c1cc[nH]c1



Entry 2:
Density functional theory data (ωB97M-V/def2-TZVPD) for a molecular structure, C12H19ClINO2PRu in a non-equilibrium geometry.

Cartesian coordinates (Å):
C  -2.735  2.127  -4.547
C  -2.796  0.978  -3.575
H  -3.485  2.038  -5.352
H  -1.728  2.198  -4.994
H  -2.926  3.049  -3.989
O  -3.107  -0.170  -3.730
I  -2.302  1.625  -1.398
Ru  -0.115  0.536  -0.638
P  1.333  -0.601  -1.891
C  1.486  -2.359  -1.418
C  0.959  -0.601  -3.663
H  3.076  1.061  -1.567
H  3.587  -0.223  -2.691
H  3.590  -0.523  -0.924
C  3.066  -0.021  -1.748
H  0.774  0.434  -3.951
H  1.801  -0.989  -4.249
H  2.181  -2.837  -2.121
H  0.504  -2.849  -1.473
H  0.068  -1.210  -3.847
H  1.862  -2.452  -0.388
C  -1.068  -0.975  -0.200
O  -1.718  -1.929  0.005
Cl  1.087  2.497  -1.255
N  1.241  0.542  1.096
C  0.764  0.419  2.460
C  1.663  0.066  3.473
C  1.219  0.070  4.797
C  -0.107  0.416  5.099
C  -0.999  0.737  4.073
C  -0.557  0.742  2.736
H  1.989  -0.132  0.925
H  1.700  1.446  0.997
H  2.682  -0.208  3.194
H  1.922  -0.181  5.592
H  -0.431  0.440  6.145
H  -2.043  0.985  4.289
H  -1.234  0.971  1.902

## Properties
E_HOMO (spin up / spin down)   -12.15 / -15.33 eV
Total charge   +2
Multiplicity   6
<S²>   8.785
Energy relative to the best compared isomer or geometry (same formula, charge and spin)   0.00 kcal per mole
Frontier orbital gap (spin up / spin down)   5.2 / 3.9 eV
Electronic energy   -1867.27442 Eh